one) The following is a quantum chemistry calculation of a 2-piece molecular cluster, C2H3IN2S overall, from OMol25.

As for the gap between HOMO and LUMO: 9.54 eV. The SMILES is N#[N+][S-].C=CI. Its net charge is 0. Its spin multiplicity is 1. The HOMO energy comes out at -9.066 eV.

Last column: Löwdin charge in e.
CARTESIAN COORDINATES (ANGSTROEM)
1 N -1.62945 -3.59430 1.63401  0.1624
2 N -1.01364 -3.49598 0.68971  -0.8043
3 S -0.25764 -3.55496 -0.62121  0.6542
4 C 0.24944 0.52263 -0.58242  -0.1417
5 C 1.06169 0.12399 0.44974  -0.7605
6 I 2.98519 -0.45076 0.02252  0.7671
7 H 0.49516 0.45639 -1.64503  0.0514
8 H -0.73555 0.73090 -0.32987  0.0195
9 H 0.85140 0.37380 1.53918  0.0519

two) The following is a quantum chemistry calculation of an isolated molecule of C2H3IN2S, from OMol25.

As for the gap between HOMO and LUMO (spin up / spin down): 8.22 / 7.64 eV. Its net charge is 0. Its spin multiplicity is 1. The HOMO energy (spin up / spin down) comes out at -8.756 / -7.569 eV.

Last column: Löwdin charge in e.
CARTESIAN COORDINATES (ANGSTROEM)
1 C -1.37751 0.52364 -0.94590  -0.5690
2 C 0.76088 -0.63976 -0.06880  -0.8621
3 N -1.11719 1.18973 0.07501  -0.0124
4 N 3.06187 -1.08867 2.21844  -0.7190
5 S -0.51192 -1.00919 -1.08898  0.8084
6 I 1.92304 -2.06951 1.12770  1.2091
7 H -1.96559 0.51758 -1.86844  0.0628
8 H 0.69248 0.36712 0.25530  -0.0454
9 H -1.46604 2.20906 0.29567  0.1275

Which is most stable? The ranking, best first, is one), two).

one) The following is a quantum chemistry calculation of an isolated ion of composition C5H10NOS and charge -1, from OMol25.

As for the gap between HOMO and LUMO: 5.87 eV. The SMILES is CCNC(=O)CC[S-]. Its net charge is -1. Its spin multiplicity is 1. The HOMO energy comes out at -2.373 eV.

Last column: Löwdin charge in e.
CARTESIAN COORDINATES (ANGSTROEM)
1 C 1.86800 0.89259 0.17939  -0.0824
2 C 1.14698 0.18572 1.41193  -0.2444
3 N -0.18987 0.74078 1.45279  0.0084
4 C -1.09436 0.37712 0.42902  -0.4800
5 O -1.97395 1.19976 0.23841  0.0238
6 C -0.95534 -0.96977 -0.25947  -0.2234
7 C -1.55545 -0.87682 -1.66143  -0.6791
8 S -0.27856 -1.26515 -3.03530  -0.0216
9 H 2.91539 1.14788 0.39606  0.0530
10 H 1.88152 0.38701 -0.80794  0.0592
11 H 1.26326 1.73392 -0.11386  0.0570
12 H 1.76988 0.34952 2.29705  0.0923
13 H 1.21116 -0.90882 1.28748  0.0978
14 H -0.32108 1.68023 1.79389  0.1239
15 H 0.01697 -1.43967 -0.20572  0.0582
16 H -1.63825 -1.68053 0.32256  0.1338
17 H -1.82071 0.13430 -1.93387  0.0163
18 H -2.24559 -1.68806 -1.79098  0.0074

two) The following is a quantum chemistry calculation of an isolated ion of composition C5H10NOS and charge -1, from OMol25.

As for the gap between HOMO and LUMO: 5.95 eV. The SMILES is CN(C)C(=O)CC[S-]. Its net charge is -1. Its spin multiplicity is 1. The HOMO energy comes out at -2.544 eV.

Last column: Löwdin charge in e.
CARTESIAN COORDINATES (ANGSTROEM)
1 C -0.48354 -0.79146 1.60777  -0.0642
2 N -0.82484 -1.33094 0.30175  -0.1429
3 C -1.41638 -2.64640 0.24244  -0.0770
4 C -0.20837 -0.87631 -0.85263  -0.4727
5 O -0.56007 -1.32776 -1.93654  0.0143
6 C 0.82537 0.20205 -0.70124  -0.2336
7 C 0.24984 1.62027 -0.48364  -0.7527
8 S 1.21836 2.56751 0.75087  0.0589
9 H -0.72221 -1.52793 2.37040  0.0724
10 H 0.56985 -0.53362 1.71791  0.0693
11 H -1.03170 0.11761 1.86006  0.0831
12 H -1.08590 -3.15866 -0.66110  0.0789
13 H -2.48880 -2.61110 0.26218  0.0720
14 H -1.10280 -3.29792 1.06649  0.0779
15 H 1.46938 -0.05393 0.12985  0.0532
16 H 1.47110 0.19872 -1.58022  0.1084
17 H 0.28697 2.16223 -1.42484  0.0264
18 H -0.77533 1.52706 -0.11770  0.0283

Which is most stable? The ranking, best first, is two), one).

one) The following is a quantum chemistry calculation of C8H10N2OS as an isolated structure, from OMol25.

As for the gap between HOMO and LUMO: 9.33 eV. Its net charge is 0. Its spin multiplicity is 1. The HOMO energy comes out at -8.950 eV.

Last column: Löwdin charge in e.
CARTESIAN COORDINATES (ANGSTROEM)
1 C 2.92496 -1.48342 -0.75090  -0.5134
2 C 0.72734 0.16013 -0.53373  -0.5730
3 C 1.48489 2.37937 -0.19824  -0.4761
4 C 0.07386 2.72561 0.01381  0.0334
5 C -0.85688 1.78359 -0.31423  -0.0529
6 C -1.90490 -0.33458 -0.21574  -0.1340
7 C -2.06227 -0.83649 1.18276  -0.1984
8 C -2.28238 -2.16264 1.21770  -0.0295
9 H 3.22715 -1.52683 -1.92768  0.0792
10 H 3.29887 -0.50923 -0.10450  0.0827
11 H 3.22469 -2.60682 -0.03671  0.1257
12 H -0.09002 3.77793 0.02846  0.1069
13 H -1.85372 2.08038 -0.21467  0.0941
14 H -1.65008 -1.27182 -0.87719  0.1257
15 H -2.65955 0.34570 -0.65694  0.1177
16 H -1.92384 -0.19771 2.11066  0.1291
17 H -2.47639 -2.87268 0.31634  0.0973
18 H -1.99424 -2.63979 2.36018  0.1335
19 N 1.76602 1.05093 -0.35597  0.1037
20 N -0.54016 0.41093 -0.53026  -0.0582
21 O 2.36137 3.29461 0.02889  -0.0321
22 S 1.20525 -1.56718 -0.54204  0.8385

two) The following is a quantum chemistry calculation of a 2-piece molecular cluster, C8H10N2OS overall, from OMol25.

As for the gap between HOMO and LUMO: 8.67 eV. The SMILES is CC1=C(CC#N)S1.CCN=C=O. Its net charge is 0. Its spin multiplicity is 1. The HOMO energy comes out at -8.228 eV.

Last column: Löwdin charge in e.
CARTESIAN COORDINATES (ANGSTROEM)
1 C -0.08832 1.99478 1.54474  -0.0683
2 C 0.83325 1.17746 0.80027  -0.3954
3 C 1.67618 0.24330 0.59360  -0.5420
4 C 2.21158 -1.13159 0.94730  -0.1452
5 C 2.29022 -1.82268 -0.30887  -0.3009
6 N 2.37462 -2.20610 -1.39262  0.1779
7 S 2.03206 1.40283 -0.81106  0.7123
8 H 0.23386 1.84636 2.64723  0.1276
9 H -1.08647 1.67338 1.42268  0.0548
10 H 0.07952 3.09028 1.27127  0.1166
11 H 1.42252 -1.68133 1.52444  0.1352
12 H 3.34318 -1.11591 1.34063  0.1794
13 C -1.63016 0.51709 -1.77650  -0.0927
14 C -0.92532 -0.74617 -1.34211  -0.2503
15 N -1.24576 -1.20916 -0.00569  0.1302
16 C -2.02602 -1.16212 0.87188  -0.3702
17 O -2.75074 -1.31580 1.77741  0.1293
18 H -2.70694 0.52490 -1.38802  0.1069
19 H -1.00862 1.39351 -1.48173  0.0653
20 H -1.77818 0.52455 -2.80218  0.0429
21 H -1.41119 -1.51840 -1.92938  0.1166
22 H 0.16073 -0.47919 -1.50328  0.0701

Which is most stable? The ranking, best first, is two), one).

one) The following is a quantum chemistry calculation of C5H13NS2 as an isolated structure, from OMol25.

As for the gap between HOMO and LUMO: 7.39 eV. Its net charge is 0. Its spin multiplicity is 1. The HOMO energy comes out at -7.338 eV.

Last column: Löwdin charge in e.
CARTESIAN COORDINATES (ANGSTROEM)
1 C 0.08650 -0.66307 -2.40821  -0.0990
2 C 2.11782 -0.94194 -2.12680  -0.4547
3 S 2.92958 0.61706 -2.55331  0.6939
4 C -0.31789 0.13041 -1.27648  -0.3702
5 N -0.99622 -0.56482 -0.16682  -0.0887
6 C -1.42063 0.23939 0.94095  -0.3511
7 C -1.30646 -0.54126 2.24947  -0.5349
8 S -1.98257 0.49280 3.61091  0.6610
9 H 1.17538 -1.28285 -2.69029  0.0072
10 H -0.49215 -1.13303 -3.18774  0.0563
11 H 1.92666 -0.86158 -1.07136  0.0358
12 H 2.75544 -1.83110 -2.11735  0.0809
13 H 1.85951 1.23575 -3.04940  -0.1346
14 H 0.50675 0.63100 -0.75249  0.1036
15 H -0.90515 0.98073 -1.63739  0.1176
16 H -1.69015 -1.20145 -0.53036  0.1058
17 H -2.43230 0.64602 0.83597  0.1051
18 H -0.74866 1.09180 1.07778  0.1107
19 H -0.27294 -0.62984 2.54066  0.0563
20 H -1.90870 -1.42694 2.20356  0.0609
21 H -2.03135 -0.46644 4.54256  -0.1619

two) The following is a quantum chemistry calculation of a 2-piece molecular cluster, C5H13NS2 overall, from OMol25.

As for the gap between HOMO and LUMO: 8.55 eV. The SMILES is C=C(C)N.CCSS. Its net charge is 0. Its spin multiplicity is 1. The HOMO energy comes out at -8.135 eV.

Last column: Löwdin charge in e.
CARTESIAN COORDINATES (ANGSTROEM)
1 C 0.83472 -1.75414 0.25428  0.0243
2 C -0.14801 -1.84777 1.22581  -0.4521
3 C -1.21757 -0.84066 1.46511  -0.0903
4 N -0.21666 -2.97930 2.09771  0.0565
5 H 1.60248 -2.60137 0.17343  0.0705
6 H 0.87971 -0.93990 -0.45354  0.0014
7 H -1.36765 -0.77576 2.52611  0.0702
8 H -2.19036 -1.06173 0.96072  0.0804
9 H -0.82436 0.11470 1.06955  0.0443
10 H -1.17494 -3.28556 2.19248  0.0797
11 H 0.39695 -3.74810 1.92908  0.0670
12 C 1.82886 2.38783 -1.67016  -0.1682
13 C 0.58289 1.59034 -1.19897  -0.6594
14 S -0.84754 2.70348 -1.25098  0.4392
15 S -2.32492 1.20040 -1.20095  0.3229
16 H 2.07271 3.20465 -0.98271  0.0700
17 H 1.56884 2.84671 -2.61813  0.0514
18 H 2.69964 1.69604 -1.78660  0.0873
19 H 0.73802 1.44707 -0.15565  0.0306
20 H 0.46736 0.63613 -1.71792  0.0598
21 H -3.36016 2.00691 -0.85866  -0.1855

Which is most stable? The ranking, best first, is two), one).

one) The following is a quantum chemistry calculation of C23H36AsIrO as an isolated structure, from OMol25.

As for the gap between HOMO and LUMO (spin up / spin down): 7.24 / 7.24 eV. Its net charge is 0. Its spin multiplicity is 1. The HOMO energy (spin up / spin down) comes out at -6.937 / -6.936 eV.

Last column: Löwdin charge in e.
CARTESIAN COORDINATES (ANGSTROEM)
1 Ir 0.26939 -0.72385 -0.18419  0.8257
2 C -3.10264 -3.34821 -1.12090  -0.0380
3 C -2.89719 -2.11749 -0.28713  -0.2834
4 C -3.00994 -0.85519 -0.86329  -0.0316
5 C -2.86421 0.30219 -0.10606  -0.2843
6 C -3.01846 1.66002 -0.73613  -0.0384
7 C -2.58767 0.17426 1.25326  -0.0655
8 C -2.42203 -1.07027 1.84611  -0.2937
9 C -2.04596 -1.18196 3.29646  -0.0500
10 C -2.58873 -2.20825 1.06370  -0.0316
11 H -2.20740 -3.54922 -1.70658  0.0505
12 H -3.93624 -3.21832 -1.81257  0.0812
13 H -3.30918 -4.21894 -0.49828  0.0792
14 H -3.25152 -0.77405 -1.91831  0.1247
15 H -2.13844 1.91811 -1.32877  0.0659
16 H -3.13766 2.43448 0.02081  0.0762
17 H -3.88436 1.68952 -1.39905  0.0827
18 H -2.50640 1.06966 1.86103  0.1132
19 H -0.95934 -1.25620 3.39791  0.0732
20 H -2.48275 -2.06929 3.75534  0.0759
21 H -2.37209 -0.30814 3.86095  0.0755
22 H -2.48908 -3.18726 1.52132  0.1185
23 C 0.30224 -3.42338 -2.19140  -0.3002
24 O -0.02054 -2.36902 -1.37301  -0.5459
25 H -0.18694 -4.35982 -1.87365  0.0659
26 H 1.38498 -3.63943 -2.23051  0.0544
27 H -0.01514 -3.23701 -3.22782  0.0767
28 C 2.64410 1.70121 -0.45590  -0.0827
29 C 1.40154 2.09320 0.34653  -0.5668
30 C 1.86085 2.70612 1.67563  -0.0520
31 C 0.45766 0.92895 0.62206  -0.2545
32 C 0.53610 3.07225 -0.45854  -0.1866
33 C 0.47646 2.98084 -1.84975  -0.0413
34 C -0.33344 3.82868 -2.58990  -0.0830
35 C -1.11657 4.78133 -1.95385  -0.0959
36 C -1.08207 4.87187 -0.57154  -0.0865
37 C -0.26767 4.02402 0.16641  -0.0392
38 H 3.33230 1.14625 0.17999  0.0413
39 H 3.16995 2.58848 -0.81545  0.0971
40 H 2.39573 1.06390 -1.30246  0.0549
41 H 2.50152 1.99665 2.20421  0.0762
42 H 1.02630 2.93825 2.33646  0.0711
43 H 2.43458 3.61993 1.50793  0.0963
44 H -0.25262 1.23879 1.40890  0.0435
45 H 1.06074 2.23250 -2.36657  0.1057
46 H -0.35603 3.73793 -3.66853  0.1037
47 H -1.75051 5.44217 -2.53057  0.1006
48 H -1.69201 5.60543 -0.05943  0.1030
49 H -0.26315 4.11917 1.24350  0.1038
50 C 3.59998 -1.10883 1.79419  -0.2633
51 As 2.22974 -1.68816 0.55307  1.0001
52 C 1.95772 -3.54793 1.04493  -0.2629
53 C 3.38870 -1.92566 -1.01482  -0.2724
54 H 4.44343 -1.77824 1.63282  0.0379
55 H 3.26174 -1.17809 2.82682  0.0336
56 H 3.89579 -0.08484 1.58685  0.0045
57 H 2.80977 -4.13913 0.71343  0.0310
58 H 1.04570 -3.88082 0.55784  0.0144
59 H 1.85220 -3.64034 2.12605  0.0288
60 H 3.93612 -2.86733 -0.95230  0.0293
61 H 4.10470 -1.10446 -1.05232  0.0235
62 H 2.76790 -1.90706 -1.90490  0.0101

two) The following is a quantum chemistry calculation of C23H36AsIrO as an isolated structure, from OMol25.

As for the gap between HOMO and LUMO: 8.11 eV. Its net charge is 0. Its spin multiplicity is 1. The HOMO energy comes out at -7.532 eV.

Last column: Löwdin charge in e.
CARTESIAN COORDINATES (ANGSTROEM)
1 Ir 0.08470 -0.11253 -1.83360  1.2419
2 C -1.40064 1.61351 -4.96124  -0.0394
3 C -1.08806 1.82066 -3.50976  -0.3024
4 C -1.86773 1.25119 -2.53115  -0.0865
5 C -1.43746 1.25825 -1.15443  -0.4306
6 C -2.38553 0.87085 -0.05708  -0.0496
7 C -0.16340 1.86026 -0.90432  -0.1782
8 C 0.47456 2.71168 -1.87937  -0.2643
9 C 1.63900 3.58042 -1.49190  -0.0331
10 C 0.02108 2.65343 -3.16162  -0.0289
11 H -1.71926 2.54681 -5.43061  0.0861
12 H -2.18653 0.87195 -5.09534  0.0799
13 H -0.50672 1.26001 -5.47783  0.0889
14 H -2.76776 0.71270 -2.79919  0.1206
15 H -3.01206 1.72502 0.21701  0.0887
16 H -1.84066 0.54032 0.82686  0.0607
17 H -3.04066 0.06390 -0.38110  0.0725
18 H 0.15523 1.93373 0.12953  0.0681
19 H 1.45349 4.61771 -1.77382  0.0852
20 H 2.54936 3.25578 -1.99731  0.0896
21 H 1.81674 3.55449 -0.41768  0.0607
22 H 0.53185 3.19722 -3.94800  0.1282
23 C 0.05842 -2.05139 -4.11979  -0.2642
24 O 0.63988 -0.92460 -3.52397  -0.4832
25 H 0.37160 -2.98108 -3.63146  0.0510
26 H 0.38198 -2.10135 -5.16563  0.0698
27 H -1.04095 -2.02155 -4.10958  0.0633
28 C 2.04993 -2.28345 1.22877  -0.0679
29 C 0.81105 -2.15887 0.33340  -0.5440
30 C 0.86489 -3.28170 -0.72003  -0.0493
31 C 0.89206 -0.80522 -0.36385  -0.2124
32 C -0.48863 -2.29469 1.12655  -0.1817
33 C -1.70077 -2.37972 0.44411  -0.0616
34 C -2.89673 -2.55374 1.12211  -0.0876
35 C -2.90895 -2.63975 2.50704  -0.0950
36 C -1.71142 -2.55151 3.20010  -0.0838
37 C -0.51483 -2.38292 2.51600  -0.0532
38 H 2.94769 -2.17326 0.61841  0.0915
39 H 2.09036 -3.25684 1.72174  0.0934
40 H 2.06914 -1.50254 1.99261  0.0435
41 H 1.83027 -3.26897 -1.22961  0.0924
42 H 0.08792 -3.14833 -1.47021  0.0473
43 H 0.72782 -4.25513 -0.24444  0.0952
44 H 1.60391 -0.12221 0.12770  0.0286
45 H -1.70298 -2.28814 -0.63538  0.0995
46 H -3.82557 -2.61646 0.56808  0.1034
47 H -3.84155 -2.77669 3.03927  0.0984
48 H -1.70445 -2.61894 4.28108  0.0999
49 H 0.40156 -2.31833 3.08630  0.0891
50 C 1.41910 0.42204 4.56505  -0.3475
51 As 0.82191 1.17284 2.85386  1.0558
52 C 0.28806 2.95144 3.51485  -0.3381
53 C 2.62225 1.63440 2.20595  -0.3347
54 H 0.55532 0.25268 5.20803  0.0188
55 H 2.11725 1.09169 5.06753  0.0232
56 H 1.90534 -0.53785 4.38856  0.0070
57 H 0.71663 3.15159 4.49672  0.0176
58 H -0.79708 3.01176 3.57631  0.0082
59 H 0.63524 3.71568 2.81898  0.0134
60 H 3.05469 2.46645 2.76199  0.0260
61 H 2.59886 1.87830 1.14445  -0.0083
62 H 3.26128 0.75897 2.33035  0.0178

Which is most stable? The ranking, best first, is two), one).